Molecular formula: C4H11FNOPd2
Method: DFT, wB97M-V/def2-TZVPD

Each line ends with the Mulliken charge.
Positions of all 20 atoms, in Å:
1 Pd -1.655 -0.419 4.495  0.901
2 Pd 1.295 0.638 1.882  1.074
3 F -0.405 -0.306 2.635  -0.597
4 C 0.609 -1.670 -1.720  -1.472
5 C 0.829 -0.368 -0.964  0.169
6 C -0.494 0.215 -0.506  -0.520
7 O -0.263 1.412 0.301  0.023
8 C -1.430 2.204 0.476  -0.525
9 N 1.681 -0.743 0.255  -0.401
10 H 1.511 -2.027 -2.217  0.431
11 H -0.099 -1.559 -2.549  0.406
12 H 0.191 -2.452 -1.080  0.499
13 H 1.420 0.347 -1.537  0.421
14 H -1.153 -0.485 0.032  0.371
15 H -0.994 0.536 -1.432  0.538
16 H -2.184 1.579 0.998  0.370
17 H -1.817 2.574 -0.494  0.351
18 H -1.162 3.085 1.058  0.338
19 H 1.477 -1.728 0.462  0.292
20 H 2.644 -0.835 -0.096  0.330

- Energy: -17502.637 eV
- Multiplicity: 5
- Frontier orbital gap (spin up / spin down): 9.600 / 4.017 eV
- Expectation value of S²: 6.01
- Net charge: +3

---

Molecular formula: C4H11INO
Method: DFT, wB97M-V/def2-TZVPD

Each line ends with the Mulliken charge.
Positions of all 18 atoms, in Å:
1 I 0.791 2.830 -4.647  -0.915
2 C 0.263 -0.851 -1.626  -1.300
3 C -0.032 0.331 -0.676  0.570
4 C 0.147 0.050 0.848  -0.585
5 O -0.967 -0.742 1.394  -0.347
6 C -0.891 -0.911 2.794  -0.764
7 N 0.903 1.299 -1.065  -0.647
8 H -0.533 -1.588 -1.522  0.317
9 H 1.190 -1.370 -1.385  0.316
10 H 0.265 -0.614 -2.690  0.373
11 H -1.037 0.722 -0.834  0.233
12 H 0.168 1.001 1.379  0.294
13 H 1.004 -0.589 1.064  0.267
14 H -1.885 -1.003 3.232  0.250
15 H -0.205 -0.251 3.325  0.334
16 H -0.532 -1.937 2.873  0.264
17 H 0.633 2.046 -0.442  0.239
18 H 0.719 1.576 -2.019  0.100

- Energy: -15966.085 eV
- Energy relative to the best compared isomer or geometry (same formula, charge and spin): 19.6 kcal/mol
- Multiplicity: 1
- Frontier orbital gap: 6.468 eV
- Net charge: -1

---

Molecular formula: C4H11INO
Method: DFT, wB97M-V/def2-TZVPD

Each line ends with the Mulliken charge.
Positions of all 18 atoms, in Å:
1 C 0.061 -1.694 0.128  -1.101
2 C 0.827 0.551 1.058  -1.141
3 C 0.685 -0.301 -0.089  0.317
4 C -2.906 1.317 0.123  -0.307
5 N -0.219 0.270 -1.290  -0.160
6 O -3.556 2.367 0.445  -0.254
7 I -3.798 -0.648 0.210  0.062
8 H -1.011 -1.480 0.292  0.089
9 H 0.173 -2.325 -0.680  0.478
10 H 0.655 -2.287 0.911  0.356
11 H 1.253 1.459 0.660  0.396
12 H 1.358 0.149 2.074  0.312
13 H -0.139 0.895 1.286  0.340
14 H 1.625 -0.351 -0.627  0.343
15 H -1.038 0.584 -0.766  0.085
16 H 0.049 0.834 -2.078  0.345
17 H -0.508 -0.680 -1.709  0.424
18 H -4.389 2.182 0.894  0.415

- Energy: -15954.704 eV
- Energy relative to the best compared isomer or geometry (same formula, charge and spin): 76.1 kcal/mol
- Multiplicity: 1
- Frontier orbital gap: 8.952 eV
- Net charge: +1

---

Molecular formula: C4H11INO
Method: DFT, wB97M-V/def2-TZVPD

Each line ends with the Mulliken charge.
Positions of all 18 atoms, in Å:
1 C 1.208 -2.760 0.691  -0.980
2 C -1.911 2.471 0.537  -1.141
3 C 1.677 -1.655 0.145  0.196
4 C -0.995 1.277 0.461  -0.008
5 N 1.317 -1.258 -1.194  -0.088
6 O -0.190 1.342 -0.692  -0.529
7 I -1.956 -0.630 0.198  0.029
8 H -0.313 1.225 1.386  0.346
9 H 1.596 -3.082 1.601  0.342
10 H 0.307 -3.045 0.280  0.345
11 H -2.037 2.602 1.600  0.336
12 H -1.369 3.264 0.073  0.391
13 H -2.936 2.366 0.070  0.336
14 H 2.654 -1.041 0.403  0.344
15 H 0.865 -0.405 -0.965  0.042
16 H 0.611 -1.874 -1.593  0.366
17 H 1.986 -0.952 -1.880  0.400
18 H -0.514 2.156 -1.123  0.274

- Energy: -15951.703 eV
- Energy relative to the best compared isomer or geometry (same formula, charge and spin): 39.1 kcal/mol
- Multiplicity: 3
- Frontier orbital gap (spin up / spin down): 7.515 / 6.134 eV
- Expectation value of S²: 2.01
- Net charge: +1

---

Molecular formula: C4H11N2
Method: DFT, wB97M-V/def2-TZVPD

Each line ends with the Mulliken charge.
Positions of all 17 atoms, in Å:
1 C -1.192 0.199 1.087  -0.496
2 C -1.213 -0.090 -0.406  -0.625
3 C -0.127 0.762 -1.074  -0.531
4 C 2.100 -0.224 -1.144  -0.719
5 N 1.142 0.420 -0.392  -0.373
6 N -0.026 -0.445 1.659  -0.564
7 H -1.324 1.227 1.415  0.326
8 H -2.111 -0.271 1.470  0.314
9 H -2.170 0.178 -0.854  0.333
10 H -0.961 -1.144 -0.518  0.258
11 H -0.201 1.852 -1.076  0.271
12 H 0.012 0.483 -2.125  0.347
13 H 1.991 -0.320 -2.221  0.295
14 H 2.782 -0.914 -0.668  0.271
15 H 0.976 -0.163 0.635  0.423
16 H 0.089 -1.437 1.632  0.261
17 H 0.232 -0.116 2.579  0.207

- Energy: -7303.506 eV
- Energy relative to the best compared isomer or geometry (same formula, charge and spin): 29.3 kcal/mol
- Multiplicity: 2
- Frontier orbital gap (spin up / spin down): 6.042 / 9.779 eV
- Expectation value of S²: 0.75

---

Molecular formula: C4H11N2
Method: DFT, wB97M-V/def2-TZVPD

Each line ends with the Mulliken charge.
Positions of all 17 atoms, in Å:
1 C -0.114 0.905 2.166  -1.050
2 C 0.176 1.222 0.690  -0.958
3 C -0.116 0.145 -0.305  0.940
4 N -1.428 -0.214 -0.384  -0.496
5 C 0.872 -0.361 -1.059  -0.802
6 N 0.661 -1.623 -1.798  -0.312
7 H 0.678 0.294 2.600  0.312
8 H -0.994 0.288 2.337  0.360
9 H -0.040 1.851 2.691  0.322
10 H 1.059 1.806 0.577  0.422
11 H -0.522 1.997 0.469  0.388
12 H -1.822 -0.584 -1.225  0.176
13 H -2.081 0.222 0.245  0.221
14 H 1.874 0.020 -1.113  0.405
15 H 1.428 -2.260 -1.586  0.370
16 H -0.199 -2.082 -1.484  0.370
17 H 0.566 -1.624 -2.821  0.335

- Energy: -7299.400 eV
- Energy relative to the best compared isomer or geometry (same formula, charge and spin): 35.7 kcal/mol
- Multiplicity: 1
- Frontier orbital gap: 9.571 eV
- SMILES string: CC/C(N)=C/[NH3+]
- Net charge: +1

---

Molecular formula: C4H11N2
Method: DFT, wB97M-V/def2-TZVPD

Each line ends with the Mulliken charge.
Positions of all 17 atoms, in Å:
1 C -1.927 -0.790 0.989  -1.038
2 C -0.806 -1.206 0.001  -0.593
3 C 0.266 -0.153 -0.353  -0.110
4 N 1.690 -0.559 -0.177  -0.278
5 C 0.107 1.202 -0.471  0.084
6 N 1.154 2.113 -0.565  -0.621
7 H -1.502 -0.608 1.970  0.327
8 H -2.454 0.095 0.552  0.303
9 H -2.710 -1.685 1.177  0.304
10 H -1.325 -1.367 -1.004  0.281
11 H -0.297 -2.137 0.295  0.396
12 H 2.101 -1.359 -0.725  0.365
13 H 1.846 -0.757 0.807  0.364
14 H 2.233 0.267 -0.330  0.358
15 H -0.872 1.681 -0.508  0.352
16 H 1.613 2.266 -1.445  0.234
17 H 0.884 2.998 -0.212  0.270

- Energy: -7299.002 eV
- Energy relative to the best compared isomer or geometry (same formula, charge and spin): 44.9 kcal/mol
- Multiplicity: 1
- Frontier orbital gap: 10.028 eV
- SMILES string: CC/C([NH3+])=C/N
- Net charge: +1

---

Molecular formula: C4H11N2
Method: DFT, wB97M-V/def2-TZVPD

Each line ends with the Mulliken charge.
Positions of all 17 atoms, in Å:
1 N 1.244 1.515 1.121  -0.537
2 C 0.350 0.762 1.999  -0.472
3 C -0.578 -0.101 1.126  -0.610
4 C -0.024 -0.533 -0.192  -0.350
5 C -0.851 -0.697 -1.210  -0.332
6 N -0.271 -0.996 -2.584  -0.294
7 H 0.815 1.778 0.246  0.174
8 H 1.577 2.349 1.587  0.249
9 H 0.899 0.130 2.711  0.277
10 H -0.252 1.388 2.682  0.328
11 H -1.512 0.440 0.873  0.338
12 H -0.683 -1.042 1.695  0.312
13 H 1.042 -0.698 -0.189  0.437
14 H -1.887 -0.937 -1.071  0.353
15 H -0.934 -1.286 -3.315  0.370
16 H 0.182 -0.161 -2.950  0.388
17 H 0.306 -1.842 -2.590  0.369

- Energy: -7298.489 eV
- Energy relative to the best compared isomer or geometry (same formula, charge and spin): 56.7 kcal/mol
- Multiplicity: 1
- Frontier orbital gap: 8.754 eV
- SMILES string: NCC/C=C/[NH3+]
- Net charge: +1

---

Molecular formula: C4H11N2
Method: DFT, wB97M-V/def2-TZVPD

Each line ends with the Mulliken charge.
Positions of all 17 atoms, in Å:
1 C 2.942 1.159 0.527  -0.157
2 C 1.257 -1.886 -0.423  -1.037
3 C -2.139 0.897 0.563  -0.720
4 C 1.170 -0.495 -0.123  0.296
5 N 2.097 0.262 0.319  -0.018
6 N -1.346 0.757 -0.729  -0.697
7 H 3.218 1.664 -0.379  0.266
8 H 3.318 1.599 1.430  0.291
9 H 2.237 -2.158 0.043  0.330
10 H 0.342 -2.510 -0.127  0.323
11 H 1.352 -1.909 -1.455  0.322
12 H -1.301 1.115 1.330  0.252
13 H -3.025 1.532 0.637  0.329
14 H -2.601 -0.114 0.822  0.269
15 H 0.097 -0.039 -0.418  0.382
16 H -1.999 0.345 -1.506  0.287
17 H -1.218 1.756 -0.992  0.281

- Energy: -7297.294 eV
- Energy relative to the best compared isomer or geometry (same formula, charge and spin): 84.3 kcal/mol
- Multiplicity: 1
- Frontier orbital gap: 9.565 eV
- Net charge: +1

---

Molecular formula: C4H11N2
Method: DFT, wB97M-V/def2-TZVPD

Each line ends with the Mulliken charge.
Positions of all 17 atoms, in Å:
1 H -3.323 0.503 0.008  0.268
2 N -2.300 0.570 0.025  -0.559
3 C -1.921 -0.676 -0.119  -0.115
4 C -0.434 -1.057 -0.227  -0.906
5 C 0.730 0.125 -0.254  0.251
6 C 2.136 -0.274 0.124  -1.151
7 N 0.142 1.379 0.346  -0.291
8 H -2.601 -1.464 -0.160  0.473
9 H -0.377 -1.510 -1.260  0.354
10 H -0.345 -1.776 0.540  0.404
11 H 0.768 0.406 -1.345  0.248
12 H 2.151 -1.147 0.776  0.333
13 H 2.687 0.541 0.645  0.365
14 H 2.774 -0.498 -0.861  0.289
15 H -0.936 1.123 0.489  0.347
16 H 0.408 2.208 -0.052  0.313
17 H 0.442 1.548 1.325  0.378

- Energy: -7298.819 eV
- Energy relative to the best compared isomer or geometry (same formula, charge and spin): 49.1 kcal/mol
- Multiplicity: 1
- Frontier orbital gap: 12.282 eV
- SMILES string: [H]/N=C/C[C@H](C)[NH3+]
- Net charge: +1

---

Molecular formula: C4H11N2
Method: DFT, wB97M-V/def2-TZVPD

Each line ends with the Mulliken charge.
Positions of all 17 atoms, in Å:
1 C 1.118 -0.440 0.550  -0.390
2 C 2.360 0.938 2.103  -0.810
3 C -1.236 -0.440 -1.478  0.172
4 C -2.492 -0.083 -2.186  -1.103
5 N 1.243 0.222 1.626  -0.036
6 N -1.251 -1.319 -0.556  -0.609
7 H 0.276 -0.967 0.206  0.641
8 H 1.997 -0.427 -0.203  0.233
9 H 2.267 2.001 2.068  0.361
10 H 2.583 0.846 3.160  0.347
11 H -0.342 -0.044 -1.827  0.369
12 H -2.317 -0.069 -3.313  0.279
13 H -2.443 0.982 -1.863  0.280
14 H -3.344 -0.535 -1.968  0.425
15 H 0.366 0.034 2.191  0.356
16 H -2.151 -1.441 -0.176  0.188
17 H 3.365 0.742 1.665  0.298

- Energy: -7297.407 eV
- Energy relative to the best compared isomer or geometry (same formula, charge and spin): 81.7 kcal/mol
- Multiplicity: 1
- Frontier orbital gap: 9.106 eV
- Net charge: +1

---

Molecular formula: C4H11N2
Method: DFT, wB97M-V/def2-TZVPD

Each line ends with the Mulliken charge.
Positions of all 17 atoms, in Å:
1 C 1.023 1.756 1.297  -0.909
2 N 0.848 0.666 0.416  -0.392
3 C 0.083 0.918 -0.814  -0.555
4 C -0.924 0.311 0.117  -0.084
5 C -1.209 -1.181 0.122  -0.539
6 N 0.120 -1.910 -0.350  -0.337
7 H 1.248 2.741 0.851  0.293
8 H 0.169 1.969 1.898  0.362
9 H 1.722 1.403 2.014  0.351
10 H 0.313 0.407 -1.775  0.205
11 H -0.075 1.972 -0.935  0.390
12 H -1.564 0.758 0.793  0.423
13 H -2.040 -1.458 -0.482  0.339
14 H -1.512 -1.409 1.202  0.312
15 H 0.220 -2.678 0.276  0.331
16 H 0.902 -1.126 -0.189  0.445
17 H -0.128 -2.222 -1.328  0.365

- Energy: -7297.077 eV
- Energy relative to the best compared isomer or geometry (same formula, charge and spin): 89.3 kcal/mol
- Multiplicity: 1
- Frontier orbital gap: 10.059 eV
- SMILES string: CN1C[C@H]1C[NH3+]
- Net charge: +1

---

Molecular formula: C4H11N2
Method: DFT, wB97M-V/def2-TZVPD

Each line ends with the Mulliken charge.
Positions of all 17 atoms, in Å:
1 C 1.022 0.202 -0.288  0.694
2 C 1.540 -0.894 0.468  -1.178
3 C 1.339 1.608 0.044  -1.072
4 C -1.870 -1.277 -0.380  -0.787
5 N -2.508 0.867 0.021  -0.754
6 N -1.585 0.107 -0.089  0.475
7 H 0.826 -0.134 -1.295  0.374
8 H 0.855 -1.736 0.631  0.243
9 H 1.718 -0.674 1.478  0.398
10 H 2.609 -1.221 0.133  0.371
11 H 2.204 1.599 0.631  0.384
12 H 1.518 2.370 -0.696  0.352
13 H 0.485 2.099 0.641  0.283
14 H -1.212 -1.985 0.171  0.240
15 H -2.980 -1.457 -0.131  0.360
16 H -1.702 -1.412 -1.413  0.346
17 H -2.258 1.938 0.075  0.271

- Energy: -7295.616 eV
- Energy relative to the best compared isomer or geometry (same formula, charge and spin): 123.0 kcal/mol
- Multiplicity: 1
- Frontier orbital gap: 7.449 eV
- Net charge: +1